# 1
{
  "formula": "C4H6NS",
  "method": "ωB97M-V/def2-TZVPD",
  "homo_lumo_gap_ev": 9.3,
  "total_charge": 1,
  "max_force_ev_per_a": 6.0,
  "elements": ["C", "C", "C", "C", "N", "S", "H", "H", "H", "H", "H", "H"],
  "positions_angstrom": [[0.52763, -2.41496, -0.11221], [0.73735, 0.77829, 0.03773], [0.10914, -1.31952, -0.09145], [-1.60621, 0.35900, -0.02700], [-0.27359, -0.03486, -0.08439], [2.37099, 0.36356, 0.06624], [1.08761, -3.27131, 0.02135], [0.10507, 2.28620, -0.12643], [-1.96164, 0.44601, 0.99653], [-2.29731, -0.25421, -0.61491], [-1.63083, 1.38424, -0.23003], [2.83179, 1.67757, 0.16459]],
  "forces_ev_per_angstrom": [[0.74, -0.83, 0.18], [-2.08, 5.46, -1.17], [-1.24, 0.51, -0.14], [-2.85, 0.24, 1.01], [2.87, -0.36, 0.28], [0.13, 1.09, 0.26], [0.44, -1.56, -0.06], [2.32, -4.24, 0.71], [-0.01, -0.98, 0.42], [0.47, 0.24, -0.01], [-0.27, 1.51, -1.36], [-0.52, -1.07, -0.13]]
}



# 2
{
  "formula": "C27H18Br2Cl3FeN4O2",
  "method": "ωB97M-V/def2-TZVPD",
  "homo_lumo_gap_ev": [6.8, 6.7],
  "total_charge": 1,
  "multiplicity": 5,
  "max_force_ev_per_a": 2.0,
  "elements": ["Fe", "Cl", "C", "C", "C", "Cl", "C", "O", "C", "Cl", "C", "H", "H", "Br", "C", "Br", "H", "H", "C", "O", "C", "C", "C", "C", "C", "C", "C", "N", "C", "C", "N", "C", "C", "C", "C", "N", "C", "C", "N", "C", "C", "C", "C", "H", "H", "H", "H", "H", "H", "H", "H", "H", "H", "H", "H", "H", "H"],
  "positions_angstrom": [[2.55591, 3.03716, -0.40225], [7.21030, 2.97443, 5.03259], [6.37608, 2.94860, 3.52249], [4.99334, 2.95620, 3.50113], [4.34664, 2.93992, 2.28179], [2.60135, 2.92368, 2.21126], [5.02578, 2.92274, 1.05016], [4.39414, 2.92717, -0.09937], [6.43003, 2.89767, 1.12656], [7.31159, 2.85108, -0.35327], [7.09497, 2.91356, 2.33765], [4.42550, 2.97533, 4.42036], [8.17536, 2.89632, 2.35333], [2.62288, 3.29873, -3.00346], [2.63496, 5.10594, -2.41009], [2.60331, 5.47241, -0.48741], [1.71206, 5.63769, -2.57986], [3.56457, 5.62271, -2.59313], [-7.65725, -6.17780, -0.46847], [-6.25702, -6.40371, -0.42347], [-5.42898, -5.34698, -0.41546], [-5.84051, -4.01607, -0.44353], [-4.90083, -2.99906, -0.43105], [-3.53942, -3.27924, -0.39189], [-3.13400, -4.61961, -0.36672], [-4.06000, -5.63352, -0.37729], [-2.52217, -2.23740, -0.38678], [-1.22463, -2.45500, -0.38424], [-0.63799, -1.22638, -0.39462], [-1.59796, -0.23012, -0.40036], [-2.79829, -0.89428, -0.39437], [-1.28559, 1.15601, -0.41315], [-2.22895, 2.19571, -0.40736], [-1.79119, 3.49491, -0.42674], [-0.42152, 3.74904, -0.47372], [0.49182, 2.78936, -0.47304], [0.08434, 1.49508, -0.42733], [1.09643, 0.46164, -0.39723], [2.38876, 0.86111, -0.36234], [3.34541, -0.04313, -0.35009], [3.08651, -1.41800, -0.35134], [1.78513, -1.84953, -0.36347], [0.75325, -0.89918, -0.38956], [-8.11324, -7.16277, -0.46931], [-7.94150, -5.64325, -1.37778], [-7.99576, -5.61965, 0.40744], [-6.89042, -3.76535, -0.47599], [-5.26197, -1.97783, -0.45731], [-2.07549, -4.83586, -0.34089], [-3.75955, -6.67214, -0.35804], [-3.71327, -0.48031, -0.39326], [-3.28714, 1.97049, -0.38785], [-2.48131, 4.32537, -0.41117], [-0.06237, 4.76808, -0.50778], [4.36087, 0.33402, -0.33475], [3.91054, -2.11622, -0.33584], [1.52649, -2.89975, -0.35228]],
  "forces_ev_per_angstrom": [[0.17, -1.81, 0.82], [0.05, 0.00, 0.11], [-0.11, -0.02, -0.21], [-0.19, 0.01, 0.18], [0.53, -0.03, -0.31], [-0.16, 0.09, 0.33], [-0.06, 0.03, 0.20], [0.58, -0.05, -0.09], [-0.26, 0.03, 0.14], [0.10, 0.00, -0.07], [0.11, -0.02, -0.05], [0.02, 0.00, 0.03], [0.01, 0.01, 0.02], [0.10, 0.19, -0.26], [0.00, 1.27, 0.90], [0.07, 0.75, 0.78], [0.12, -0.12, -1.36], [-0.10, -0.12, -1.12], [-0.02, 0.05, 0.00], [0.04, -0.13, 0.00], [0.18, 0.27, 0.00], [-0.24, -0.06, 0.00], [0.16, -0.02, 0.00], [-0.19, -0.11, -0.01], [0.01, 0.12, 0.00], [-0.06, -0.14, 0.00], [0.16, 0.11, -0.01], [0.15, -0.19, -0.02], [-0.38, 0.21, 0.01], [0.26, -0.12, 0.01], [-0.07, 0.03, 0.00], [-0.01, 0.00, -0.02], [0.16, 0.00, -0.01], [-0.07, 0.02, -0.05], [-0.05, -0.05, 0.02], [-0.67, -0.18, 0.19], [-0.23, 0.06, -0.03], [0.31, -0.36, 0.06], [-0.41, 0.06, -0.36], [0.14, 0.08, 0.05], [-0.11, -0.08, 0.03], [0.03, 0.01, -0.01], [-0.07, 0.19, 0.05], [-0.02, 0.02, 0.00], [0.01, -0.01, 0.00], [0.01, -0.01, 0.00], [-0.01, 0.01, 0.00], [-0.02, 0.01, 0.00], [0.00, -0.06, 0.01], [0.04, 0.00, 0.00], [-0.02, -0.05, 0.00], [-0.02, 0.03, 0.02], [-0.03, 0.00, -0.02], [0.04, 0.01, 0.05], [0.00, 0.06, 0.00], [0.01, 0.00, 0.00], [0.01, -0.01, -0.01]]
}



# 3
{
  "formula": "C11H16BClFeN6",
  "method": "ωB97M-V/def2-TZVPD",
  "homo_lumo_gap_ev": [8.5, 4.4],
  "total_charge": 2,
  "multiplicity": 5,
  "max_force_ev_per_a": 3.7,
  "elements": ["C", "N", "N", "C", "C", "B", "N", "N", "C", "C", "C", "Fe", "N", "N", "C", "C", "C", "H", "H", "H", "H", "H", "H", "H", "H", "H", "H", "H", "C", "H", "H", "H", "Cl", "C", "H", "H"],
  "positions_angstrom": [[0.02390, 2.86746, 1.12656], [0.21080, 1.61292, 0.65816], [0.31767, 1.64349, -0.71513], [0.23075, 2.92148, -1.10967], [0.01054, 3.73528, 0.02879], [0.49660, 0.36744, -1.58402], [1.63451, -0.51731, -1.04161], [1.71081, -0.80180, 0.32116], [2.80714, -1.58866, 0.47631], [3.45345, -1.79289, -0.78378], [2.66435, -1.08370, -1.71533], [0.16303, 0.07738, 1.50206], [-0.82410, -0.43903, -1.66533], [-1.42401, -0.94672, -0.53973], [-2.58055, -1.53339, -0.94106], [-2.72602, -1.40327, -2.37534], [-1.56179, -0.70028, -2.77895], [-3.26554, -2.01056, -0.28699], [-1.22422, -0.37807, -3.73323], [-3.49495, -1.74202, -2.99791], [0.77065, 0.73624, -2.68279], [2.75494, -0.93812, -2.76926], [0.33280, 3.14449, -2.13985], [4.32858, -2.34573, -0.99862], [-0.10457, 4.77897, 0.03089], [3.12296, -1.97073, 1.42460], [-0.17045, 3.07574, 2.16347], [-0.56955, -1.68833, 1.43328], [0.05297, -1.73959, 2.42305], [0.83885, -2.51719, 2.22013], [0.62276, -0.84193, 2.92939], [-0.69469, -1.97178, 3.21936], [-2.63616, 2.00172, 1.72997], [-1.50828, 0.95297, 2.49516], [-2.23441, 1.03518, 3.37092], [-1.52876, 0.00033, 3.30533]],
  "forces_ev_per_angstrom": [[0.19, 0.25, -2.26], [0.16, 2.33, -1.73], [0.08, 0.40, 0.92], [-0.39, 0.02, 1.77], [0.60, -1.65, -0.48], [1.41, 0.61, -0.10], [-0.12, 0.04, 0.99], [0.20, -0.02, -0.96], [-0.29, 0.69, -1.98], [-2.14, 1.32, 0.26], [0.13, -0.56, 2.16], [-0.08, -0.98, 0.31], [-1.81, -0.40, -3.20], [-3.15, -1.66, -0.17], [2.57, 1.47, 0.01], [1.08, 0.27, 1.51], [2.13, 0.85, 2.62], [-0.28, -0.26, 0.62], [0.11, 0.17, -0.61], [-1.05, -0.48, -0.71], [-0.13, -0.11, -0.14], [0.12, -0.02, -0.35], [-0.03, 0.38, -0.67], [0.61, -0.38, 0.00], [-0.07, 1.03, 0.04], [-0.03, 0.03, 0.37], [0.34, -0.02, 0.02], [1.00, 0.27, 1.55], [-0.18, -1.56, 0.85], [-1.09, 0.57, 0.57], [-0.46, -1.34, -0.71], [0.86, -0.44, -0.54], [-0.50, -0.63, -0.85], [-0.04, -1.55, 1.95], [0.89, 0.22, 1.28], [-0.63, 1.12, -2.31]]
}



# 4
{
  "formula": "C5H13N2",
  "method": "ωB97M-V/def2-TZVPD",
  "homo_lumo_gap_ev": 8.4,
  "total_charge": 1,
  "max_force_ev_per_a": 1.7,
  "smiles": "C[C@@H](N)C/C=C/[NH3+]",
  "elements": ["C", "C", "N", "C", "C", "C", "N", "H", "H", "H", "H", "H", "H", "H", "H", "H", "H", "H", "H", "H"],
  "positions_angstrom": [[-0.01118, -0.68279, 2.33283], [0.51641, 0.39447, 1.38750], [1.80149, 0.91213, 1.89722], [0.76414, -0.14501, -0.03427], [-0.43300, -0.37997, -0.88040], [-0.42118, -0.04047, -2.15373], [-1.66485, 0.02091, -2.95797], [0.74995, -1.45085, 2.48534], [-0.24861, -0.23057, 3.29049], [-0.86065, -1.17387, 1.86438], [-0.18551, 1.23294, 1.44903], [1.70409, 1.07612, 2.89883], [2.03637, 1.77440, 1.42949], [1.58637, 0.37501, -0.54637], [1.34201, -1.04427, 0.18968], [-1.19331, -0.94702, -0.34821], [0.44102, 0.25302, -2.73202], [-2.22942, -0.83013, -2.83910], [-2.22623, 0.85730, -2.76921], [-1.46792, 0.02865, -3.96351]],
  "forces_ev_per_angstrom": [[0.62, 0.03, -0.69], [0.24, 0.86, 0.63], [-0.29, -0.83, 0.06], [1.63, -0.35, 0.42], [0.94, -0.48, 0.56], [-0.30, 0.34, -0.14], [-0.30, -0.96, -0.71], [0.06, 0.06, 0.03], [-0.34, -0.15, 0.08], [-0.37, 0.00, 0.38], [-0.44, -0.14, -0.67], [0.23, 0.15, -0.34], [0.09, 0.22, 0.14], [-0.68, 0.67, -0.04], [-0.50, -0.72, -0.14], [-0.68, 0.58, -0.39], [0.05, 0.43, 0.27], [-0.17, 0.34, 0.29], [0.03, -0.19, 0.18], [0.19, 0.15, 0.08]]
}